(1)
This record from the OMol25 dataset describes a structure of composition C14H24MgO11. The level of theory is wB97M-V/def2-TZVPD.

Its spin multiplicity is 1. The value obtained for the orbital gap is 6.974 eV. The max |F| comes out at 2.17 eV/Å. The total energy comes out at -1575.666593 Ha. Its highest occupied orbital energy is -6.64 eV. Its energy above the lowest of the compared OMol25 structures with the same formula, charge and spin is 0.0 kcal/mol.

Each line ends with the Löwdin charge.
Cartesian coordinates (Å):
Mg 11.102213 -1.252161 3.980534  0.70
C 14.066512 -2.547148 4.553715  -0.32
O 12.946914 -1.838072 4.195285  -0.39
H 14.710746 -2.685258 3.673809  0.05
H 14.655022 -2.034758 5.336987  0.05
H 13.856834 -3.523261 5.029286  0.05
C 11.032024 1.841650 3.764539  -0.32
O 10.716883 0.535838 3.467360  -0.39
H 11.975566 1.894199 4.321239  0.06
H 11.007472 2.487595 2.881689  0.05
H 10.315606 2.329620 4.451444  0.05
C 8.905197 -5.810158 7.748439  -0.02
C 9.250573 -5.681576 6.293021  -0.28
C 8.081922 -5.589612 5.286558  -0.08
O 8.576997 -4.674824 4.330207  0.11
C 9.563905 -3.948073 4.872194  -0.50
O 9.958081 -2.925220 4.409505  0.14
O 9.960956 -4.445860 6.044781  0.11
H 7.860595 -5.625655 8.010635  0.09
H 9.414490 -5.139641 8.444614  0.08
H 9.197142 -6.798383 8.112093  0.09
H 9.945801 -6.447828 5.936831  0.16
H 7.142475 -5.291387 5.751294  0.14
H 7.975239 -6.618012 4.938325  0.14
C 9.567410 -1.408691 10.270556  -0.01
C 10.521593 -0.639866 9.374746  -0.28
C 11.882015 -1.290786 9.039545  -0.08
O 11.805180 -1.567976 7.651920  0.11
C 10.734260 -0.969046 7.126244  -0.52
O 10.498626 -0.945903 5.961890  0.14
O 9.894378 -0.586541 8.082618  0.10
H 8.553249 -1.054557 10.109854  0.09
H 9.810302 -1.472238 11.329372  0.09
H 9.641436 -2.445564 9.921382  0.08
H 10.666442 0.406299 9.650296  0.15
H 12.087116 -2.192746 9.617392  0.13
H 12.712967 -0.620191 9.259460  0.13
C 13.612181 -5.187811 -0.169342  -0.03
C 13.418211 -3.694465 0.114066  -0.31
C 12.542999 -2.920790 -0.892473  -0.10
O 11.475443 -2.420148 -0.130026  0.10
C 11.652560 -2.733222 1.172618  -0.50
O 10.941487 -2.372565 2.058219  0.14
O 12.738490 -3.492542 1.326252  0.12
H 14.113492 -5.623758 0.694170  0.09
H 14.253029 -5.341088 -1.039177  0.08
H 12.680829 -5.713474 -0.388487  0.09
H 14.438617 -3.314671 0.028567  0.15
H 12.194741 -3.531601 -1.731466  0.13
H 13.126277 -2.141698 -1.390060  0.13

Forces on atoms 1 to 2 (eV/Å):
1.4838 0.3365 -0.2154
-0.5500 0.5466 0.1875

---

(2)
This record from the OMol25 dataset describes a cluster of 5 separate species, C14H24N2O13 in total. The level of theory is wB97M-V/def2-TZVPD.

Its spin multiplicity is 1. The value obtained for the orbital gap is 9.632 eV. The max |F| comes out at 9.25 eV/Å. The total energy comes out at -1635.093840 Ha. Its highest occupied orbital energy is -9.93 eV.

Each line ends with the Löwdin charge.
Cartesian coordinates (Å):
C 14.229421 13.273502 20.142576  0.09
N 12.899930 12.609056 20.608800  -0.35
O 12.859746 11.394906 20.774866  0.08
O 11.951646 13.326246 20.836158  -0.03
H 14.049747 13.212440 19.069231  0.07
H 15.086150 12.739977 20.554247  0.12
H 14.188294 14.350630 20.304450  0.04
C 12.115499 15.578208 19.817182  0.06
N 12.776016 16.891495 20.219193  -0.35
O 13.986088 16.963343 20.436677  0.04
O 12.114766 17.938173 20.186980  0.04
H 11.533478 15.247582 20.677433  0.09
H 12.974216 14.916035 19.706587  0.03
H 11.473113 15.668571 18.941229  0.12
C 9.232297 13.066866 19.907120  0.02
C 10.249120 11.905371 19.792711  -0.36
C 9.679485 10.564002 19.824741  -0.05
O 9.765855 10.131542 18.431744  0.11
C 10.628030 10.908595 17.767831  -0.56
O 11.038184 10.768620 16.630008  0.12
O 10.821140 11.978352 18.533333  0.05
H 8.567287 12.952823 20.763183  0.09
H 8.533193 13.279497 19.098330  0.10
H 9.850215 13.948835 20.075680  0.05
H 11.086191 11.984186 20.486393  0.08
H 8.662704 10.609800 20.214835  0.14
H 10.195404 9.835808 20.450557  0.14
C 16.999509 16.087768 15.446107  -0.03
C 16.937734 16.561290 16.891591  -0.30
C 15.901528 17.671384 17.111800  -0.02
O 15.029787 17.154916 18.145809  0.15
C 15.224725 15.978750 18.410184  -0.47
O 14.627608 15.295378 19.272929  -0.07
O 16.396251 15.536718 17.744297  0.08
H 17.316253 15.045326 15.413256  0.09
H 17.572447 16.665338 14.720672  0.09
H 16.015563 16.214020 14.994421  0.08
H 17.960623 16.885511 17.083143  0.15
H 15.284921 17.757764 16.217132  0.13
H 16.223680 18.703274 17.251542  0.14
C 13.187415 12.058345 17.249491  -0.01
C 13.955050 10.713665 17.078792  -0.22
C 13.246379 9.461624 17.559744  -0.10
O 13.265928 8.649786 16.424049  0.10
C 13.858740 9.185900 15.379865  -0.60
O 14.009787 8.704856 14.263894  0.12
O 14.095564 10.439670 15.649263  0.10
H 13.785994 12.906059 16.916040  0.09
H 12.676774 12.132244 18.209641  0.05
H 12.285229 11.919428 16.653776  0.06
H 14.969921 10.705564 17.476370  0.15
H 12.258591 9.651035 17.979851  0.11
H 13.937537 9.034682 18.286472  0.14

Forces on atoms 1 to 2 (eV/Å):
-2.2182 -1.5956 0.5347
2.3047 -0.3102 1.2129

---

(3)
This record from the OMol25 dataset describes a structure of composition C14H24N3NdO6S2. The level of theory is wB97M-V/def2-TZVPD.

Its spin multiplicity is 4. The value obtained for the orbital gap (alpha / beta) is 7.835 / 7.876 eV. The max |F| comes out at 2.94 eV/Å. The total energy comes out at -2521.485513 Ha. Its highest occupied orbital energy (alpha / beta) is -7.57 / -7.61 eV. As for the expectation value of S²: 3.753. Its energy above the lowest of the compared OMol25 structures with the same formula, charge and spin is 0.3 kcal/mol.

Each line ends with the Löwdin charge.
Cartesian coordinates (Å):
Nd -0.133862 -0.178261 -0.316014  1.83
C -0.194598 3.996006 1.116842  -0.04
C 0.576075 2.733315 1.379165  -0.29
C 0.024233 1.736828 2.192263  -0.06
C 0.733802 0.563808 2.505430  -0.33
C 0.158693 -0.411401 3.501634  -0.05
C 2.005291 0.386545 1.946966  -0.07
C 2.580607 1.362312 1.137956  -0.27
C 3.956841 1.200308 0.559094  -0.06
C 1.838646 2.535875 0.856692  0.00
H -0.975165 3.824206 0.376543  0.06
H 0.454112 4.790811 0.745516  0.08
H -0.680679 4.354308 2.027510  0.09
H -0.958506 1.894901 2.630968  0.13
H -0.687417 -0.977462 3.099619  0.06
H -0.194302 0.121337 4.389257  0.09
H 0.916770 -1.128424 3.828977  0.08
H 2.573568 -0.511910 2.175908  0.12
H 3.893655 0.905837 -0.497245  0.06
H 4.525761 0.423402 1.077017  0.08
H 4.511562 2.140925 0.617034  0.08
H 2.279384 3.306071 0.228293  0.13
N -1.714699 -0.636049 -4.241626  0.20
C -1.745383 -0.143910 -2.995724  -0.54
O -1.963225 -0.884724 -2.017941  -0.09
C -1.500246 1.333951 -2.807762  -0.25
C -1.436570 1.732890 -1.338009  -0.31
H -1.684562 -1.636658 -4.346225  0.12
H -1.353095 -0.061433 -4.982903  0.12
H -2.282340 1.836711 -3.395263  0.11
H -0.558332 1.575145 -3.312492  0.11
H -2.457784 1.801931 -0.952504  0.03
H -1.016570 2.735873 -1.309542  0.01
C -3.759476 -2.910803 -0.161698  0.00
O -2.473722 -3.535076 0.096831  0.02
C -1.557427 -2.735563 0.578579  -0.60
O -1.738285 -1.541931 0.835008  -0.09
N -0.380241 -3.366505 0.815579  0.04
N 0.712023 -2.563730 1.155060  0.02
H -4.394804 -3.728139 -0.482556  0.10
H -3.650501 -2.161983 -0.939310  0.08
H -4.138329 -2.470434 0.755688  0.10
H -0.231299 -4.266265 0.384645  0.17
H 1.434117 -2.664599 0.480828  -0.04
H 1.076027 -2.859137 2.053084  0.11
O 0.577090 -1.850558 -1.629500  -0.57
S 1.893587 -1.162625 -2.001746  0.07
O 2.130606 -1.193749 -3.402793  -0.35
O 1.638762 0.266712 -1.512203  -0.57
S 3.370205 -1.978680 -0.904933  0.27

Forces on atoms 1 to 2 (eV/Å):
-1.7384 1.7890 1.5484
-0.0318 0.1364 0.0624